Below is a cluster of 2 separate species, C3H9O3 in total at a distorted geometry, with properties calculated with wB97M-V/def2-TZVPD.

XYZ file:
```
15
Properties=species:S:1:pos:R:3
C -0.520 0.670 -0.364
O -0.571 1.715 -1.163
C -0.622 -0.831 -1.031
C -0.075 -1.909 -0.092
O 1.374 -1.692 0.049
H 0.445 0.592 0.162
H -1.428 0.660 0.364
H 0.060 -0.676 -1.867
H -1.689 -0.986 -1.284
H -0.458 -1.645 0.908
H -0.142 -2.940 -0.427
H 1.497 -0.773 -0.176
H 0.002 2.838 1.746
H 1.290 2.533 1.167
O 0.838 2.446 2.009
```

Values from the calculation:
ΔE to the lowest compared entry with this formula, charge and spin	1.3005	eV
charge	-1
energy	-9398.4266	eV
HOMO	-0.099	Eh
LUMO level	4.163	eV
orbital gap	6.86	eV

***

Below is a cluster of 3 separate species, C19H50N7O4P2 in total at a distorted geometry, with properties calculated with wB97M-V/def2-TZVPD.

XYZ file:
```
82
Properties=species:S:1:pos:R:3
C 7.643 -0.540 0.812
C 7.396 0.335 -0.416
C 6.039 0.149 -1.111
C 4.752 0.376 -0.285
C 4.931 1.357 0.890
C 4.026 -0.906 0.194
N 2.811 -1.126 -0.631
C 4.887 -2.204 0.246
O 5.139 -2.792 -0.827
O 5.239 -2.548 1.415
H 7.461 -1.592 0.610
H 7.091 -0.211 1.688
H 8.702 -0.447 1.085
H 8.150 0.054 -1.159
H 7.581 1.387 -0.181
H 6.024 0.910 -1.902
H 6.023 -0.817 -1.614
H 4.053 0.877 -0.963
H 5.680 2.121 0.676
H 3.992 1.907 1.009
H 5.136 0.845 1.827
H 3.713 -0.738 1.230
H 2.204 -1.746 -0.103
H 2.314 -0.239 -0.682
O -1.187 1.330 -4.637
P -1.188 -0.054 -4.111
N -2.701 -0.688 -4.579
C -3.449 -1.688 -3.845
C -3.036 -0.562 -5.990
N -1.088 0.157 -2.435
C -1.770 -0.665 -1.454
C -0.959 1.525 -1.946
N -0.282 -1.491 -4.080
C 1.119 -1.283 -3.627
C -0.221 -2.205 -5.371
H -2.901 -2.627 -3.686
H -4.358 -1.937 -4.395
H -3.772 -1.315 -2.876
H -2.481 -1.253 -6.640
H -2.825 0.451 -6.333
H -4.100 -0.744 -6.145
H -2.803 -0.340 -1.287
H -1.253 -0.594 -0.493
H -1.759 -1.718 -1.731
H -1.915 2.063 -1.945
H -0.252 2.089 -2.547
H -0.580 1.500 -0.922
H 1.682 -0.636 -4.307
H 1.630 -2.242 -3.558
H 1.144 -0.844 -2.638
H 0.122 -1.572 -6.196
H -1.193 -2.623 -5.628
H 0.468 -3.044 -5.278
O -2.772 0.717 1.492
P -2.875 0.855 2.958
N -3.833 -0.450 3.467
C -4.720 -0.455 4.613
C -3.398 -1.766 3.007
N -3.710 2.327 3.148
C -4.696 2.590 4.174
C -4.031 3.056 1.926
N -1.927 1.089 4.350
C -0.995 2.235 4.224
C -1.116 -0.085 4.741
H -4.222 -0.224 5.565
H -5.168 -1.443 4.719
H -5.547 0.239 4.485
H -2.505 -2.140 3.523
H -3.171 -1.733 1.941
H -4.194 -2.497 3.146
H -5.691 2.219 3.899
H -4.783 3.670 4.332
H -4.403 2.161 5.130
H -4.898 2.637 1.401
H -3.191 3.057 1.238
H -4.251 4.096 2.179
H -0.259 2.086 3.429
H -0.465 2.366 5.167
H -1.545 3.150 4.021
H -0.494 -0.469 3.927
H -1.755 -0.888 5.105
H -0.462 0.193 5.566
```

Values from the calculation:
ΔE to the lowest compared entry with this formula, charge and spin	0.0000	eV
charge	-1
energy	-57714.9925	eV
HOMO	-0.156	Eh
LUMO level	2.091	eV
orbital gap	6.32	eV

***

Below is a cluster of 4 separate species, C12H30B2N3O8P in total at a distorted geometry, with properties calculated with wB97M-V/def2-TZVPD.

XYZ file:
```
56
Properties=species:S:1:pos:R:3
C -4.032 -2.229 2.067
B -2.665 -1.367 2.521
O -2.464 -0.870 3.903
P -1.392 -1.070 1.070
C -0.399 -2.709 1.003
C 1.012 -2.693 1.837
O 2.122 -2.032 1.485
O 1.075 -3.537 3.075
B -0.276 0.443 1.471
O 0.597 0.596 2.653
O -0.272 1.557 0.458
H -3.640 -3.324 1.807
H -4.852 -2.245 2.909
H -4.400 -1.764 1.055
H -1.870 -1.530 4.408
H -1.111 -3.542 1.458
H -0.203 -3.009 -0.133
H 0.269 -4.149 3.095
H 0.093 0.519 3.516
H 0.203 1.129 -0.333
C 3.076 -3.735 -2.654
O 2.024 -3.779 -2.030
N 4.159 -2.942 -2.341
C 5.371 -2.949 -3.133
C 4.085 -2.074 -1.184
H 3.240 -4.354 -3.551
H 6.208 -3.249 -2.496
H 5.546 -1.941 -3.520
H 5.289 -3.646 -3.971
H 3.906 -2.683 -0.293
H 3.248 -1.381 -1.311
H 5.014 -1.510 -1.064
C 0.307 0.476 -3.469
O 0.689 0.496 -2.306
N 0.194 1.575 -4.292
C -0.268 1.467 -5.660
C 0.547 2.881 -3.776
H 0.012 -0.465 -3.962
H 0.515 1.836 -6.328
H -1.170 2.075 -5.778
H -0.499 0.429 -5.916
H 1.594 2.867 -3.456
H -0.082 3.104 -2.909
H 0.407 3.650 -4.540
C -4.068 4.054 3.702
O -4.552 5.148 3.964
N -2.742 3.816 3.413
C -2.248 2.488 3.113
C -1.811 4.926 3.408
H -4.686 3.141 3.678
H -1.481 2.222 3.846
H -1.812 2.492 2.110
H -3.054 1.750 3.151
H -1.811 5.394 4.397
H -2.140 5.663 2.669
H -0.803 4.583 3.163
```

Values from the calculation:
SMILES string	CB(O)P(CC(=O)O)B(O)O.CN(C)C=O.CN(C)C=O.CN(C)C=O
ΔE to the lowest compared entry with this formula, charge and spin	2.1227	eV
energy	-44422.3677	eV
HOMO	-0.313	Eh
LUMO level	-0.304	eV
orbital gap	8.22	eV

***

Below is a cluster of 2 separate species, C6H12O in total, with properties calculated with wB97M-V/def2-TZVPD.

XYZ file:
```
19
Properties=species:S:1:pos:R:3
C 1.504 1.003 0.852
C 0.364 0.549 0.000
C 0.403 -0.005 -1.213
O -0.732 -0.689 -1.562
C -1.439 -0.880 -0.310
C -0.943 -2.151 0.371
C -1.054 0.351 0.510
H 2.369 1.328 0.265
H 1.833 0.152 1.465
H 1.217 1.807 1.537
H 1.207 2.574 -1.340
H 1.195 -0.020 -1.954
H 1.834 2.911 -1.563
H -2.501 -0.944 -0.558
H -1.030 -3.023 -0.282
H -1.522 -2.329 1.284
H 0.112 -2.035 0.651
H -1.131 0.187 1.590
H -1.687 1.214 0.258
```

Values from the calculation:
SMILES string	CC1=CO[C@@H](C)C1.[H][H]
ΔE to the lowest compared entry with this formula, charge and spin	1.9330	eV
energy	-8462.4209	eV
HOMO	-0.299	Eh
LUMO level	1.046	eV
orbital gap	9.18	eV

***

Below is a cluster of 9 separate species, C38H49ClN9O2S in total at a distorted geometry, with properties calculated with wB97M-V/def2-TZVPD.

XYZ file:
```
100
Properties=species:S:1:pos:R:3
C 3.128 1.576 -1.893
C 3.556 2.737 -1.922
N 3.628 4.071 -2.224
C 2.672 4.796 -1.346
C 1.342 5.168 -2.139
C 0.023 4.798 -1.367
C -0.597 3.434 -1.852
S -2.099 3.124 -0.794
O -3.221 2.657 -1.612
O -2.508 4.379 -0.165
Cl -1.723 1.749 0.713
H 2.862 0.509 -1.958
H 2.390 4.196 -0.439
H 3.214 5.738 -1.031
H 1.357 6.292 -2.254
H 1.414 4.746 -3.173
H 0.180 4.733 -0.262
H -0.732 5.599 -1.595
H -0.963 3.492 -2.915
H 0.115 2.570 -1.809
N -3.937 -0.211 2.810
C -4.003 -1.554 3.058
C -4.647 -1.733 4.255
C -4.989 -0.446 4.746
C -4.540 0.471 3.832
H -3.513 0.211 2.003
H -3.585 -2.265 2.363
H -4.852 -2.682 4.726
H -5.505 -0.219 5.666
H -4.596 1.547 3.819
N 5.402 -1.207 -1.385
C 6.401 -1.822 -0.685
C 6.275 -3.177 -0.863
C 5.157 -3.385 -1.711
C 4.642 -2.150 -2.017
H 5.248 -0.208 -1.429
H 7.115 -1.243 -0.119
H 6.914 -3.933 -0.435
H 4.773 -4.332 -2.057
H 3.801 -1.863 -2.628
N -6.085 0.285 -3.634
C -5.377 0.594 -2.504
C -5.426 -0.490 -1.668
C -6.187 -1.496 -2.319
C -6.578 -0.989 -3.532
H -6.221 0.898 -4.418
H -4.903 1.556 -2.393
H -4.964 -0.556 -0.695
H -6.422 -2.479 -1.942
H -7.163 -1.422 -4.327
N 9.520 2.256 -1.067
C 9.916 0.945 -1.129
C 9.048 0.283 -1.960
C 8.096 1.231 -2.420
C 8.414 2.438 -1.855
H 9.970 2.973 -0.526
H 10.775 0.599 -0.578
H 9.092 -0.765 -2.211
H 7.271 1.047 -3.091
H 7.950 3.407 -1.943
N -6.888 2.784 5.202
C -7.733 2.351 4.215
C -8.999 2.299 4.736
C -8.918 2.722 6.088
C -7.605 3.016 6.345
H -5.896 2.912 5.103
H -7.359 2.116 3.231
H -9.887 1.992 4.205
H -9.732 2.801 6.792
H -7.118 3.370 7.240
N -1.636 -0.875 -1.425
C -2.326 -2.055 -1.464
C -1.777 -2.834 -2.449
C -0.710 -2.097 -3.025
C -0.646 -0.894 -2.370
H -1.825 -0.109 -0.799
H -3.147 -2.238 -0.790
H -2.104 -3.824 -2.726
H -0.062 -2.414 -3.827
H 0.017 -0.052 -2.496
N -2.217 -6.813 -2.439
C -2.636 -6.351 -1.221
C -1.817 -6.886 -0.261
C -0.863 -7.700 -0.926
C -1.133 -7.632 -2.268
H -2.639 -6.585 -3.323
H -3.479 -5.683 -1.144
H -1.894 -6.713 0.800
H -0.068 -8.269 -0.471
H -0.651 -8.095 -3.114
N 5.515 0.132 2.220
C 6.529 -0.075 3.113
C 6.199 0.559 4.284
C 4.932 1.168 4.089
C 4.536 0.884 2.807
H 5.492 -0.217 1.276
H 7.397 -0.654 2.839
H 6.799 0.583 5.180
H 4.375 1.748 4.807
H 3.645 1.152 2.262
```

Values from the calculation:
charge	-1
energy	-81059.6795	eV
HOMO	-0.117	Eh
LUMO level	1.157	eV
orbital gap	4.34	eV

***

Below is a structure of composition C18H18CrN5O6S, with properties calculated with wB97M-V/def2-TZVPD.

XYZ file:
```
49
Properties=species:S:1:pos:R:3
Cr -0.252 -0.054 -0.022
O -0.282 2.000 3.528
C -0.313 1.140 2.559
O 0.082 1.370 1.409
C -0.825 -0.219 2.860
C -1.319 -0.751 4.034
C -1.813 -2.058 3.979
C -1.811 -2.765 2.781
C -1.285 -2.142 1.658
N -0.806 -0.916 1.732
C -1.204 -2.655 0.238
O -1.696 -3.677 -0.133
O -0.525 -1.791 -0.532
H 0.034 2.865 3.216
H -1.332 -0.175 4.946
H -2.205 -2.517 4.875
H -2.197 -3.772 2.704
C 0.888 2.510 -4.488
N 1.835 1.820 -3.612
C 3.182 1.684 -3.866
C 3.711 0.987 -2.852
N 2.675 0.687 -1.954
C 1.526 1.212 -2.463
S -0.092 1.176 -1.910
C 2.893 -0.062 -0.750
C 4.212 -0.402 -0.456
C 4.496 -1.158 0.659
C 3.451 -1.563 1.469
C 2.185 -1.162 1.121
N 1.874 -0.415 0.040
H 1.455 2.926 -5.316
H 0.397 3.309 -3.938
H 0.152 1.803 -4.862
H 3.639 2.094 -4.748
H 4.726 0.678 -2.721
H 5.029 -0.083 -1.077
H 5.520 -1.423 0.881
H 3.602 -2.167 2.350
H 1.350 -1.456 1.736
N -4.560 0.033 -1.224
C -4.520 0.842 0.046
C -3.090 0.835 0.599
O -2.914 1.253 1.725
O -2.230 0.368 -0.235
H -5.152 0.448 -1.945
H -4.883 -0.923 -1.063
H -3.574 -0.022 -1.547
H -5.224 0.428 0.763
H -4.811 1.862 -0.194
```

Values from the calculation:
ΔE to the lowest compared entry with this formula, charge and spin	0.0000	eV
charge	+2
multiplicity	2
energy	-77939.8027	eV
HOMO (spin up / spin down)	-0.523 / -0.526	Eh
LUMO level (spin up / spin down)	-6.458 / -6.184	eV
orbital gap (spin up / spin down)	7.76 / 8.12	eV

***

Below is an isolated molecule of C3H7NO at a distorted geometry, with properties calculated with wB97M-V/def2-TZVPD.

XYZ file:
```
12
Properties=species:S:1:pos:R:3
C -1.219 -0.935 -0.935
N 0.055 -0.277 -0.583
C 0.136 0.701 0.503
C 1.624 0.884 0.821
O 2.084 1.644 1.621
H -1.546 -1.721 -0.248
H -1.137 -1.231 -1.978
H -1.959 -0.140 -0.752
H 0.639 -1.057 -0.280
H -0.357 1.626 0.161
H -0.516 0.427 1.337
H 2.196 0.077 0.333
```

Values from the calculation:
SMILES string	CNCC=O
ΔE to the lowest compared entry with this formula, charge and spin	1.9724	eV
energy	-6760.7780	eV
HOMO	-0.343	Eh
LUMO level	0.932	eV
orbital gap	10.27	eV

***

Below is a cluster of 2 separate species, C4H9NO2 in total, with properties calculated with wB97M-V/def2-TZVPD.

XYZ file:
```
16
Properties=species:S:1:pos:R:3
N -1.684 2.538 0.854
C -0.825 1.547 0.635
O 0.041 1.799 -0.302
C -0.042 -0.615 1.081
C 0.955 -0.679 0.154
C 0.754 -1.369 -1.165
O 1.043 -2.756 -1.005
H -1.683 3.418 0.346
H -2.390 2.413 1.563
H 0.148 -0.370 2.122
H -1.028 -1.030 0.883
H 0.601 0.925 -0.319
H 1.984 -0.504 0.468
H -0.289 -1.221 -1.496
H 1.406 -0.932 -1.940
H 1.010 -3.165 -1.879
```

Values from the calculation:
ΔE to the lowest compared entry with this formula, charge and spin	3.8940	eV
energy	-9876.1667	eV
HOMO	-0.298	Eh
LUMO level	0.876	eV
orbital gap	8.99	eV

***

Below is a structure of composition C40H31FN8O2S3Ti, with properties calculated with wB97M-V/def2-TZVPD.

XYZ file:
```
86
Properties=species:S:1:pos:R:3
Ti -0.435 -0.279 -0.107
N 3.350 -1.081 -0.515
N 3.614 -2.196 -1.296
C 3.582 -2.121 -2.650
N 3.920 -3.274 -3.263
S 3.243 -0.734 -3.516
H 4.201 -0.587 -0.274
H 2.817 -1.348 0.301
H 4.077 -2.986 -0.871
H 3.902 -4.157 -2.778
H 3.880 -3.282 -4.267
S -0.389 -1.377 5.623
C -0.081 -1.416 7.300
C 0.908 -0.552 7.653
C 1.430 0.156 6.541
C 0.830 -0.183 5.360
C 1.104 0.351 4.022
C 0.571 -0.272 2.882
N 0.762 0.165 1.652
C 1.509 1.278 1.455
C 2.091 1.971 2.522
C 2.886 3.136 2.250
C 3.082 3.557 0.984
C 2.481 2.868 -0.125
C 2.670 3.256 -1.461
C 2.073 2.562 -2.488
C 1.235 1.487 -2.132
N 1.031 1.108 -0.887
C 1.679 1.755 0.116
C 2.241 2.910 -3.899
C 1.972 2.133 -4.993
C 2.262 2.783 -6.219
C 2.744 4.042 -6.037
S 2.853 4.448 -4.384
C 1.867 1.482 3.815
H -0.648 -2.076 7.937
H 1.256 -0.428 8.668
H 2.232 0.876 6.622
H -0.047 -1.158 2.975
H 3.331 3.662 3.085
H 3.693 4.427 0.778
H 3.310 4.106 -1.674
H 0.693 0.944 -2.894
H 1.616 1.114 -4.931
H 2.128 2.331 -7.190
H 3.044 4.755 -6.789
H 2.291 2.017 4.656
N -4.970 0.895 -4.384
C -3.967 0.662 -3.510
C -3.733 -0.620 -2.988
C -2.701 -0.811 -2.107
N -1.872 0.173 -1.711
C -2.104 1.403 -2.201
C -3.112 1.690 -3.084
H -5.600 0.162 -4.654
H -5.155 1.821 -4.723
H -4.361 -1.456 -3.268
H -2.515 -1.791 -1.686
H -1.453 2.193 -1.849
H -3.246 2.704 -3.437
O -2.925 -2.985 1.630
C -2.960 -1.787 1.720
N -2.082 -0.889 1.102
C -2.420 0.370 1.432
O -1.744 1.320 0.982
C -3.598 0.381 2.338
C -4.301 1.398 2.947
C -5.375 1.032 3.758
C -5.715 -0.304 3.938
C -4.995 -1.325 3.315
C -3.937 -0.954 2.517
H -4.030 2.436 2.801
H -5.955 1.797 4.257
H -6.555 -0.553 4.573
H -5.254 -2.367 3.449
F 1.493 -5.927 -1.856
C 1.052 -4.710 -1.469
C 0.730 -3.786 -2.442
C 0.324 -2.522 -2.035
C 0.217 -2.180 -0.681
C 0.513 -3.174 0.259
C 0.950 -4.437 -0.120
H 0.814 -4.052 -3.487
H 0.100 -1.793 -2.807
H 0.395 -2.979 1.321
H 1.182 -5.208 0.604
```

Values from the calculation:
ΔE to the lowest compared entry with this formula, charge and spin	0.5320	eV
charge	+1
multiplicity	2
energy	-116336.7839	eV
HOMO (spin up / spin down)	-0.371 / -0.372	Eh
LUMO level (spin up / spin down)	-3.267 / -3.319	eV
orbital gap (spin up / spin down)	6.82 / 6.79	eV

***

Below is the ion C8H13N2 with charge +1 at a distorted geometry, with properties calculated with wB97M-V/def2-TZVPD.

XYZ file:
```
23
Properties=species:S:1:pos:R:3
C -0.794 0.625 1.014
C 0.524 -1.129 0.512
C -0.824 -1.534 -0.044
C 1.237 1.883 0.910
C 2.134 0.542 0.532
C -1.683 -0.512 0.703
C -2.959 -0.029 -0.095
C 1.609 -0.473 -1.691
N -0.129 1.573 0.939
N 1.448 -0.504 -0.170
H -1.148 -1.796 -1.121
H -1.059 -2.558 0.444
H 1.559 2.200 1.843
H 1.305 2.651 0.081
H 2.923 0.997 -0.023
H 2.522 0.124 1.453
H -2.060 -0.832 1.733
H -3.742 -0.819 -0.223
H -2.836 0.169 -1.233
H -3.198 0.784 0.488
H 2.599 -0.958 -1.858
H 0.940 -1.072 -2.189
H 1.632 0.670 -2.006
```

Values from the calculation:
ΔE to the lowest compared entry with this formula, charge and spin	6.1749	eV
charge	+1
energy	-11475.3131	eV
HOMO (spin up / spin down)	-0.456 / -0.456	Eh
LUMO level (spin up / spin down)	-3.920 / -3.920	eV
orbital gap (spin up / spin down)	8.49 / 8.50	eV

***

Which of these has the lowest energy?
C40H31FN8O2S3Ti